[1]
Entry from OMol25: 8 unconnected molecules or ions with the total composition C28H56O12 at a distorted geometry (ωB97M-V/def2-TZVPD).

Values from the calculation:
HOMO level	-9.62	eV
M	584.7	g mol⁻¹
relative energy (zero: lowest compared OMol25 entry of this formula, charge and spin)	11.456	eV
maximum force	9.7	eV/A
SMILES string	CCOC(C)=O.CCOC(C)=O.CCOC(C)=O.CCOC(C)=O.CC(C)=O.CC(C)=O.CC(C)=O.CC(C)=O
Kohn-Sham gap	9.9	eV
lowest unoccupied orbital energy	0.2	eV

Geometry as XYZ:
```
96
Properties=species:S:1:pos:R:3:forces:R:3:mulliken_charge:R:1
O 0.400 4.956 5.205 -0.81 0.20 0.17 -0.514
H 2.131 -2.018 -4.318 -0.38 -0.49 -4.00 0.571
C 0.155 1.567 1.440 0.68 -4.99 3.22 -0.585
C -0.047 -5.022 -2.675 1.24 0.36 -2.80 0.846
O 4.245 -3.067 -2.885 -0.59 -0.89 -2.65 -0.270
H 0.908 -2.055 1.929 -1.50 -0.47 1.42 -0.017
C -2.045 4.387 3.882 -0.49 -1.18 2.22 -0.309
H -3.884 3.809 3.475 -3.38 0.26 1.04 0.568
H -1.251 -3.203 -2.309 0.60 0.93 1.11 0.129
C -1.320 -4.199 -2.661 2.55 -0.91 1.74 -1.212
H 2.175 2.853 -5.796 0.83 -1.18 0.49 0.313
H 3.573 1.553 -5.120 -2.83 1.72 -0.42 0.235
C 3.809 0.682 0.938 -3.69 -4.35 -2.62 0.650
C -6.609 5.297 -2.034 -2.56 -0.63 -1.05 -1.260
H -4.436 1.462 0.160 3.81 -0.39 -2.65 0.368
H -1.931 -4.770 -2.036 -1.64 -0.55 0.93 0.452
C 4.224 -0.802 1.217 4.66 2.46 -0.69 -0.984
H -3.466 -6.939 3.222 -0.21 -0.91 -0.12 0.330
C -5.697 3.201 0.675 -0.87 -1.43 3.50 0.835
O -0.870 4.550 3.255 5.68 0.69 -0.12 -0.238
C -0.485 -3.744 1.933 -0.91 3.24 0.58 -0.058
H 4.961 1.823 2.025 2.73 0.17 1.00 0.588
H 0.536 -2.873 3.468 1.56 -0.50 2.76 0.621
C -0.821 0.621 0.751 -3.70 0.86 1.38 0.428
H -2.331 -5.882 4.523 -3.04 -0.75 -2.86 0.230
O -2.074 0.513 1.096 5.49 0.47 -1.34 -0.617
H 0.666 -0.826 0.121 -1.94 0.98 -0.72 -0.242
H 0.862 -6.347 -1.497 1.34 -0.44 0.89 0.393
C 5.818 -4.782 -2.707 1.69 -1.74 -0.83 -1.021
O 0.800 1.469 -3.360 5.03 3.11 -2.19 -0.588
C -6.911 4.622 -0.709 -0.98 3.43 0.72 -0.123
C -3.169 -5.966 3.506 2.84 3.92 3.41 -0.866
H -5.011 1.313 1.698 -1.04 0.55 -1.55 0.265
H -4.081 -5.255 3.731 1.78 -1.59 -0.34 0.251
H 4.105 -0.728 -2.989 -1.08 -3.63 0.02 0.137
C -2.374 -5.253 2.387 -1.78 0.16 -0.12 0.630
H -6.797 5.470 0.136 0.01 -2.31 -1.60 0.242
H 4.568 -1.357 0.303 -1.02 0.40 0.81 0.097
C -3.008 3.845 2.979 1.36 -2.13 -0.82 -1.418
H -1.655 -4.067 -3.589 -1.63 -0.09 -3.87 0.467
H -0.639 -1.724 2.907 -0.55 0.52 0.05 0.284
H -7.180 6.212 -2.212 -0.65 -0.21 0.40 0.410
H -2.777 2.857 2.718 0.38 -1.71 -0.60 0.312
O 3.199 0.810 -0.186 2.53 1.23 4.07 -0.288
H -0.253 1.899 2.424 0.50 -0.25 -0.78 0.158
C 5.350 -3.419 -2.290 1.41 2.18 2.15 0.757
H 3.697 -1.310 1.952 -1.83 -0.97 0.89 0.325
C 2.157 -1.997 -3.322 -0.14 2.25 3.77 -0.466
O 0.448 -5.423 -3.776 -1.43 1.05 4.26 -0.638
H 1.128 -4.582 -0.925 2.69 1.77 0.58 0.273
H 0.396 -4.261 1.659 0.46 -1.24 -0.44 0.298
O -1.293 -4.487 2.906 -1.26 -0.90 -2.67 -0.347
H 0.374 0.382 -1.225 -2.43 -1.50 2.10 -0.102
C -5.281 1.665 0.632 -1.59 2.62 4.99 -1.222
H 3.360 -1.795 -1.750 -0.05 0.74 2.45 -0.177
O 5.895 -2.677 -1.453 -0.72 -1.70 -1.54 -0.616
H 2.032 6.048 3.173 -2.02 -1.25 -0.22 0.301
H -6.846 4.647 -2.919 0.60 0.42 0.83 0.270
C 3.944 1.666 2.085 -2.32 0.96 -1.80 -1.158
H -0.291 -5.353 -0.437 1.42 -0.30 -2.09 0.048
H 5.888 -4.978 -3.843 -0.84 0.63 1.72 0.301
C 0.292 4.898 4.024 0.26 -1.64 -2.51 0.571
H -1.081 -0.869 -0.485 -0.43 -0.98 -1.53 0.406
H 0.498 2.338 0.904 0.79 3.07 -2.39 0.527
C 2.780 2.816 -2.835 4.67 -2.16 -8.24 -1.118
C 2.371 1.882 -5.238 3.25 0.68 0.77 -1.076
H 3.658 2.565 1.430 -0.71 -0.34 2.17 0.202
H 2.434 4.561 3.145 -0.22 -1.85 0.57 0.220
C 1.886 2.083 -3.805 -4.57 -4.26 1.99 0.897
H 3.175 3.712 -3.365 0.12 -0.58 0.52 0.379
C -0.253 -0.229 -0.331 3.86 0.72 -0.20 0.073
H 3.546 1.426 3.195 0.72 0.62 -3.09 0.275
H -2.426 5.332 3.960 -0.90 2.77 2.06 0.409
H -1.000 -3.288 1.046 -0.22 -1.41 0.68 0.292
O -2.863 -5.297 1.262 2.45 0.75 1.52 -0.522
H -2.946 4.415 2.134 -0.76 1.51 -2.44 0.395
C 1.465 5.007 3.030 0.27 3.83 -1.76 -0.806
H -5.662 5.701 -2.060 2.56 0.16 -0.14 0.385
H 1.700 -2.831 -2.821 -0.35 -0.51 -0.24 -0.322
H 3.609 2.132 -2.509 -0.48 0.55 -0.70 0.189
O -5.949 3.836 1.738 1.00 -1.79 -4.16 -0.589
H 6.914 -4.906 -2.427 -1.53 0.18 0.23 0.327
H 1.208 0.903 1.553 -2.89 1.67 0.15 -0.188
C 0.087 -2.461 2.655 0.41 -0.77 -3.83 -1.097
H -6.061 1.134 0.172 -1.20 -0.72 -0.32 0.422
O -6.000 3.547 -0.581 -0.39 0.55 0.88 -0.240
H 5.196 -5.608 -2.223 0.81 1.19 -0.69 0.222
H 5.212 -0.683 1.808 -1.01 -0.22 -0.82 0.407
H -7.999 4.317 -0.676 1.30 -0.25 0.14 0.251
C 3.540 -1.855 -2.765 1.14 3.08 0.23 0.437
C 0.559 -5.344 -1.280 -5.19 -1.84 -0.75 -0.728
H 2.070 1.042 -5.828 -1.28 -0.38 0.16 0.369
H -1.983 3.741 4.763 0.17 0.69 0.41 0.314
H 1.130 5.003 1.924 0.51 -0.22 1.97 0.225
H 1.613 -1.053 -2.974 0.54 -1.19 -0.55 0.049
H 2.351 3.043 -2.053 -4.72 2.40 7.74 0.400
```
Positions in Å, forces in eV/Å.

=====

[2]
Entry from OMol25: C3H5IS in the gas phase at a distorted geometry (ωB97M-V/def2-TZVPD).

Values from the calculation:
HOMO level (alpha / beta)	-8.02 / -8.03	eV
M	200.0	g mol⁻¹
relative energy (zero: lowest compared OMol25 entry of this formula, charge and spin)	2.923	eV
maximum force	4.0	eV/A
Kohn-Sham gap (alpha / beta)	7.7 / 7.8	eV
lowest unoccupied orbital energy (alpha / beta)	-0.3 / -0.3	eV

Geometry as XYZ:
```
10
Properties=species:S:1:pos:R:3:forces:R:3:mulliken_charge:R:1
H 0.917 0.970 0.982 -1.32 0.14 0.31 0.223
S -1.031 1.280 -0.407 -0.09 -0.54 -0.27 -0.029
H -0.657 0.820 1.868 0.04 -0.65 0.63 0.388
I -1.298 -2.276 0.793 0.21 -0.18 0.01 0.070
C 0.010 0.299 -1.451 -3.17 -2.50 0.10 -0.542
H -0.272 -0.035 -2.503 -0.14 0.34 1.70 0.284
H 0.970 0.559 -1.416 3.88 1.08 0.27 0.305
C -0.137 0.530 0.967 2.49 0.95 -0.75 -0.421
H 1.259 -1.252 0.634 -0.21 -0.03 0.23 0.418
C 0.240 -0.894 0.532 -1.68 1.39 -2.23 -0.694
```
Positions in Å, forces in eV/Å.

=====

[3]
Entry from OMol25: 2 unconnected molecules or ions with the total composition C3H9N2O at a distorted geometry (ωB97M-V/def2-TZVPD).

Values from the calculation:
HOMO level (alpha / beta)	-1.74 / -0.68	eV
M	89.1	g mol⁻¹
relative energy (zero: lowest compared OMol25 entry of this formula, charge and spin)	5.136	eV
net charge	-1
maximum force	2.6	eV/A
Kohn-Sham gap (alpha / beta)	6.2 / 5.1	eV
lowest unoccupied orbital energy (alpha / beta)	4.5 / 4.5	eV

Geometry as XYZ:
```
15
Properties=species:S:1:pos:R:3:forces:R:3:mulliken_charge:R:1
C -0.791 -0.831 0.509 -1.18 1.28 0.26 -1.167
H 1.580 0.093 0.840 0.57 -0.27 0.55 0.279
N 0.273 -0.622 -2.430 2.46 0.77 -0.27 -0.294
C -0.387 0.549 0.978 -0.71 -1.05 -0.75 0.068
H -1.153 0.901 1.655 -0.28 0.50 0.21 0.347
H 1.395 1.541 1.830 -0.05 0.41 0.05 0.343
H -0.396 1.152 0.079 -0.10 0.83 -0.49 0.180
H 0.951 0.130 -2.281 -0.52 -0.09 0.00 0.189
H 0.853 0.007 2.509 0.68 -0.68 0.77 0.371
H 0.671 -1.374 -2.994 -1.47 -0.03 0.42 0.201
C 0.967 0.568 1.609 0.17 0.11 -0.81 -1.361
H -0.138 -1.640 0.618 1.61 -1.11 -0.09 0.264
N -1.014 -0.302 -2.039 -0.39 0.22 0.76 -0.055
O -1.087 0.948 -1.833 0.11 -0.62 -0.57 -0.545
H -1.724 -1.119 0.950 -0.90 -0.26 -0.04 0.181
```
Positions in Å, forces in eV/Å.

=====

[4]
Entry from OMol25: 13 unconnected molecules or ions with the total composition C50H88O23 at a distorted geometry (ωB97M-V/def2-TZVPD).

Values from the calculation:
HOMO level	-8.95	eV
M	1057.2	g mol⁻¹
maximum force	2.6	eV/A
Kohn-Sham gap	9.1	eV
lowest unoccupied orbital energy	0.1	eV

Geometry as XYZ:
```
161
Properties=species:S:1:pos:R:3:forces:R:3:mulliken_charge:R:1
C 2.045 -28.618 28.013 -0.16 -0.44 0.28 -0.672
H 5.012 -33.402 16.406 -0.20 -0.18 0.48 0.224
H 1.605 -29.483 27.521 -0.16 0.15 -0.07 0.344
H 0.891 -29.373 16.970 -0.14 0.09 0.02 0.137
O 7.209 -28.433 25.690 0.33 0.73 0.22 -0.560
H 1.284 -28.006 28.495 -0.10 -0.02 -0.13 0.260
C 7.849 -24.139 16.229 0.49 -0.23 0.49 -0.467
H 7.912 -32.990 19.178 0.04 0.01 0.06 0.206
H 6.165 -34.305 21.274 -0.01 -0.35 0.07 0.206
O 11.892 -25.338 22.225 -0.03 -0.26 -0.54 -0.481
H -0.624 -25.740 21.242 -0.22 0.03 -0.55 0.448
H 5.548 -31.147 16.424 -0.06 0.47 0.13 -1.178
C 0.681 -24.295 20.137 -0.20 -0.34 0.06 -0.613
C 5.434 -27.845 12.203 -0.38 0.11 0.48 -0.284
H 2.395 -27.080 23.334 -0.11 -0.57 -0.27 0.414
H 10.423 -26.355 19.944 0.44 0.20 0.12 0.181
H 3.759 -28.945 18.982 -0.04 0.12 0.21 -0.507
H 0.013 -26.768 18.988 0.15 -0.08 -0.16 0.213
O 9.239 -29.349 20.217 0.05 0.35 0.41 -0.591
H 9.070 -26.401 20.938 0.00 0.16 0.35 -0.956
C 4.142 -32.162 21.239 0.18 -0.27 0.42 0.317
C 3.762 -30.570 15.374 1.16 -0.29 -0.54 0.391
C 0.568 -31.240 17.975 -1.15 -0.51 -0.15 0.140
C 7.416 -29.199 23.156 -0.20 0.68 0.43 -0.034
O 5.848 -22.969 15.974 -0.36 0.38 -0.66 -0.519
H 1.083 -27.623 20.106 -0.03 -0.01 0.08 0.251
H 2.675 -30.636 15.441 -0.03 0.34 0.29 0.107
H 3.498 -25.433 11.999 0.39 -0.27 -0.75 0.318
O 6.513 -27.404 18.715 0.38 0.14 0.02 0.502
O 3.906 -31.040 21.567 -0.17 0.44 -0.09 -0.579
H 5.015 -33.026 23.026 0.38 0.00 -0.20 0.349
O 2.881 -26.404 18.517 0.18 0.29 0.27 -0.335
H 4.128 -30.902 17.488 0.05 -0.35 0.18 -0.544
H 4.113 -26.772 23.269 0.08 0.10 0.34 0.151
O 4.026 -32.798 14.752 -0.61 -0.25 -0.22 -0.506
H 9.122 -23.989 21.246 -0.08 -0.03 0.02 -0.199
H 4.747 -35.379 21.442 0.06 -0.12 -0.20 0.365
H 6.946 -30.265 28.289 -0.13 0.25 -0.13 0.250
O 7.559 -30.571 26.327 0.25 -0.19 0.07 -0.340
C 5.079 -34.378 21.195 0.60 0.87 0.47 -0.685
H 9.917 -33.075 17.977 0.13 0.06 -0.48 0.475
H 0.895 -23.569 20.920 0.37 0.20 -0.29 0.388
H -2.158 -29.847 16.781 0.23 0.50 0.16 0.282
C 5.530 -24.352 16.004 0.46 -0.70 1.02 0.344
O 3.383 -27.233 25.116 0.53 0.05 0.00 -0.350
O 7.953 -30.933 19.336 -0.50 -0.01 -0.02 0.208
C 9.513 -32.065 17.953 -0.59 -0.69 1.00 -0.320
C 11.155 -24.148 22.030 -0.56 0.26 0.69 -0.709
H 3.789 -29.319 12.288 0.35 0.01 0.27 -0.118
H 7.312 -28.201 20.503 0.26 -0.01 -0.56 -0.780
H 3.498 -33.665 22.507 0.04 -0.02 -0.05 0.310
H 5.515 -33.771 19.117 0.12 0.00 0.13 0.027
H 5.939 -27.286 11.414 0.17 -0.30 -0.12 0.360
C 10.257 -31.169 18.951 -0.24 0.07 -0.96 -0.676
H 4.638 -27.300 14.131 -0.12 0.32 0.15 -0.084
C 4.251 -23.006 21.032 0.97 -0.41 0.89 -0.302
O 1.608 -28.606 25.346 -0.07 -0.09 -0.20 -0.577
C 6.719 -25.002 16.747 -1.25 -0.18 -0.86 1.830
C 0.794 -26.644 19.740 -0.05 0.29 0.43 -0.129
H 2.728 -28.984 28.778 0.12 0.18 -0.06 0.237
H 7.361 -28.318 14.696 0.03 -0.05 -0.11 -0.089
H 4.144 -29.560 15.237 -0.40 0.14 0.03 -0.283
H 4.438 -29.008 10.697 -0.43 0.30 -0.22 0.395
O 5.368 -28.196 16.976 0.05 -0.03 -0.26 -0.259
H 10.424 -23.944 20.060 -0.37 -0.33 -0.31 0.244
C 4.172 -32.743 16.190 -0.03 0.84 -0.42 -0.355
H 7.242 -22.376 17.354 0.14 -0.14 0.05 0.139
H 6.542 -28.548 23.164 -0.07 -0.11 -0.34 0.036
H 8.853 -29.723 13.377 -0.06 0.20 0.06 0.401
C 10.238 -29.738 15.061 -0.33 -0.49 -0.27 -0.610
H 11.813 -23.325 21.757 0.19 -0.19 -0.09 0.340
C 7.367 -29.592 25.448 -0.76 -0.53 -0.42 0.758
O 7.282 -30.136 24.227 0.59 -0.37 0.08 -0.359
H 7.189 -29.664 15.825 -0.12 0.08 -0.06 -0.698
H 8.218 -29.144 27.679 -0.06 0.04 0.13 0.345
H 7.162 -23.965 19.832 0.04 0.00 -0.19 0.340
C 5.089 -24.246 20.656 0.21 0.21 -0.18 1.588
H 4.373 -27.410 20.730 0.18 0.30 -0.23 -0.374
C 4.475 -33.328 22.135 -0.82 -0.31 -0.11 -0.505
O 7.333 -21.477 21.014 0.08 -0.08 0.34 -0.607
H 1.262 -29.249 18.689 0.02 -0.13 0.09 -0.704
H 3.372 -22.929 20.405 0.10 0.58 -0.17 0.172
H 5.201 -28.836 21.327 0.18 0.30 0.19 0.017
H 5.166 -29.939 19.120 0.25 -0.02 0.82 -0.181
H 4.581 -24.512 16.523 0.01 0.18 0.05 0.067
H 7.544 -29.756 22.236 -0.17 -0.11 -0.01 -0.015
H 2.741 -26.444 13.179 -0.05 0.31 -0.16 0.266
H -0.062 -23.866 19.464 -0.22 -0.25 0.07 0.281
H 3.232 -33.037 16.664 0.13 -0.43 -0.03 0.253
O 5.146 -21.875 20.967 -0.52 -0.11 -0.16 -0.421
H 3.512 -31.159 13.404 -0.09 -1.29 -0.43 0.461
H 8.537 -31.006 14.487 0.08 -0.01 0.17 0.387
H 11.524 -27.314 21.924 -0.19 -0.12 -0.23 0.223
C 5.161 -28.125 20.500 -0.10 -1.54 0.31 0.910
C 5.537 -28.155 18.162 0.04 -0.01 0.32 -0.438
H -2.345 -30.578 18.369 0.00 -0.16 -0.07 0.305
H 10.664 -30.679 15.406 0.17 0.15 0.17 0.299
H 5.436 -24.848 15.034 0.06 0.61 -0.31 -0.302
H 0.318 -31.674 18.947 0.57 0.37 0.28 0.314
H 1.025 -25.684 21.664 0.13 -0.26 -0.15 -0.063
C 7.837 -30.160 27.672 -0.01 -0.30 0.10 -0.672
O 1.847 -24.587 19.335 0.37 0.27 0.36 -0.382
H 7.045 -24.139 21.594 0.14 -0.26 -0.24 0.237
H 7.334 -32.092 17.753 -0.17 0.01 0.14 -0.220
C 2.506 -27.951 25.805 -0.23 -0.29 0.17 0.763
H 10.961 -30.514 18.444 0.08 0.11 0.29 0.347
H 10.953 -29.317 14.358 0.02 0.23 0.12 0.341
C 8.082 -32.120 18.544 0.49 0.31 -0.29 0.244
H 10.777 -31.762 19.701 -0.03 0.10 0.16 0.450
C 4.464 -31.262 16.521 -0.06 -0.71 -0.16 1.884
H 4.807 -24.595 19.663 -0.01 -0.24 0.09 -0.243
H 3.977 -23.052 22.089 -0.41 -0.14 -0.12 0.245
H 4.948 -25.015 21.413 -0.22 -0.25 -0.28 -0.727
H -0.415 -31.323 16.092 -0.36 0.35 -0.02 0.279
H 8.571 -30.863 28.059 0.12 0.07 -0.11 0.246
C 8.856 -29.965 14.440 -0.08 0.02 -0.47 -0.831
O 4.094 -32.576 19.956 0.06 -0.09 -0.34 0.018
C 7.905 -29.075 15.255 0.21 0.03 0.30 1.070
H -1.200 -32.403 17.173 0.01 0.03 0.44 0.403
H 6.099 -28.561 12.685 0.19 0.11 -0.09 -0.033
C 10.074 -25.965 20.904 -1.08 -0.68 -0.92 1.215
H 8.274 -28.544 23.316 0.13 -0.19 -0.02 0.359
C 4.673 -33.883 19.800 -0.08 -0.31 -0.24 -0.127
C 3.358 -27.430 23.700 0.16 0.72 -0.09 -0.441
H 3.648 -28.442 23.425 -0.53 -0.17 0.04 0.168
C 9.151 -30.349 19.582 0.38 -0.41 -0.18 0.001
C 0.597 -29.723 17.971 0.41 -0.19 0.38 0.768
H 6.560 -24.900 17.814 0.22 0.00 0.27 -1.117
O -0.734 -29.362 18.308 -0.03 0.47 -0.59 -0.412
C 4.199 -28.527 11.650 0.11 -0.39 -0.12 -0.065
C 3.537 -26.437 12.418 -1.17 -0.88 2.13 -0.654
C 1.983 -25.921 19.149 -0.47 -0.44 -0.86 0.260
C 10.936 -26.409 22.055 1.02 0.73 0.84 -0.427
H 7.667 -21.996 15.702 -0.11 -0.12 -0.26 0.373
C 0.362 -25.642 20.790 0.01 0.28 0.87 -0.358
H 8.754 -24.251 16.830 0.03 0.14 -0.13 0.341
C 6.529 -27.543 20.134 -1.08 0.15 1.18 0.828
C 10.066 -24.438 20.963 1.23 0.40 0.39 0.013
C -0.724 -31.423 17.139 0.77 -0.25 -0.53 -0.766
H 1.438 -31.739 17.555 0.04 0.09 -0.04 -0.230
H 3.982 -34.567 19.304 -0.34 0.29 0.10 0.387
O 3.204 -27.525 11.548 0.37 0.70 -0.85 -0.481
H 5.482 -25.959 13.241 -0.01 -0.05 0.47 0.272
H 6.638 -26.579 20.630 0.28 0.21 -0.45 -0.189
C 4.820 -26.820 13.172 0.60 -0.02 -1.20 0.139
C 7.218 -22.767 16.328 -0.16 0.13 0.25 -0.443
C 4.159 -31.496 14.217 0.14 1.39 0.81 -0.715
H 10.407 -26.476 23.017 -0.36 -0.18 -0.23 0.266
H 10.698 -23.870 22.995 -0.11 0.02 -0.12 0.326
C 6.438 -22.268 20.957 0.11 0.25 -1.40 0.197
O 8.719 -28.381 16.224 -0.02 0.06 0.05 -0.157
O 10.752 -28.568 17.126 0.11 0.29 -0.04 -0.626
H 6.733 -26.060 16.493 0.41 -0.02 0.17 -0.707
C 6.545 -23.765 20.696 -0.63 0.39 1.33 -0.342
C 9.988 -28.820 16.239 -0.03 -0.45 0.03 0.382
C -1.604 -30.266 17.629 -0.25 -0.66 -0.01 -0.534
C 4.813 -28.914 19.257 -0.52 0.42 -1.55 0.697
H 9.445 -31.681 16.939 0.34 0.09 0.00 -0.264
H 8.073 -24.398 15.192 0.04 0.06 -0.02 0.327
O 2.793 -27.835 27.100 0.49 0.34 -0.05 -0.334
H 5.208 -31.352 13.927 -0.05 0.20 -0.13 0.232
```
Positions in Å, forces in eV/Å.